Entry 1:
# C4H6O2Si

2 unconnected molecules or ions with the total composition C4H6O2Si in a non-equilibrium geometry (ωB97M-V/def2-TZVPD, the Open Molecules 2025 dataset).

Output
Molecular weight in g mol⁻¹: 114.176
E in Ha: -595.81816
Relative energy (zero: lowest compared OMol25 entry of this formula, charge and spin) in kJ/mol: 486.97
HOMO level in eV: -9.1
Gap between HOMO and LUMO in eV: 8.97

Positions of all 13 atoms, in Å:
Si: -0.69 -1.30 -0.09
O: 3.25 0.64 0.42
O: 0.92 0.32 -1.99
C: -1.16 0.52 -0.08
C: 2.63 1.04 -0.50
C: 1.26 0.53 -0.85
C: 0.33 0.37 0.20
H: -1.29 0.95 -1.16
H: -0.61 -2.11 1.21
H: -0.40 -1.87 -1.29
H: -1.97 1.05 0.57
H: 3.03 1.88 -1.17
H: 1.05 0.61 1.59



Entry 2:
# C4H7NO3

C4H7NO3 in the gas phase (ωB97M-V/def2-TZVPD, the Open Molecules 2025 dataset).

Output
SMILES string: C/C(=C\N)C(=O)OO
Molecular weight in g mol⁻¹: 117.104
E in Ha: -436.92962
Relative energy (zero: lowest compared OMol25 entry of this formula, charge and spin) in kJ/mol: 561.25
HOMO level in eV: -7.8
Gap between HOMO and LUMO in eV: 8.28

Positions of all 15 atoms, in Å:
O: -1.82 -1.93 0.06
O: 0.99 -2.15 -0.93
O: -1.19 -1.08 -0.91
N: -1.22 0.84 1.17
C: 0.57 0.19 -0.33
C: 1.85 0.95 -0.22
C: -0.75 0.72 -0.07
C: 0.43 -1.12 -0.73
H: 1.91 1.77 -0.95
H: 1.99 1.40 0.78
H: -0.74 0.34 1.91
H: 2.70 0.29 -0.40
H: -2.12 1.24 1.35
H: -1.31 1.30 -0.80
H: -1.30 -2.75 0.09



Entry 3:
# C15H15N4O11

2 unconnected molecules or ions with the total composition C15H15N4O11 in a non-equilibrium geometry (ωB97M-V/def2-TZVPD, the Open Molecules 2025 dataset).

Output
Molecular weight in g mol⁻¹: 427.302
E in Ha: -1626.93916
Net charge: -1
Relative energy (zero: lowest compared OMol25 entry of this formula, charge and spin) in kJ/mol: 0.00
HOMO level in eV: -5.0
Gap between HOMO and LUMO in eV: 6.65

Positions of all 45 atoms, in Å:
O: -2.67 1.50 2.83
O: -0.15 -0.76 0.01
O: 2.75 5.57 -1.15
O: 3.66 3.56 3.03
O: -2.18 -0.69 2.88
O: 1.24 -0.88 2.99
O: 3.28 1.39 3.18
O: 0.86 2.01 4.61
O: 1.47 4.65 -2.66
O: 0.23 0.59 -1.81
O: -0.28 -0.74 4.68
N: 0.71 1.85 -2.07
N: 3.05 2.51 2.71
N: 1.99 4.65 -1.53
N: 0.21 0.33 -0.42
C: -0.33 0.91 2.88
C: -3.85 -2.35 3.25
C: 2.29 3.65 0.71
C: 1.08 1.60 1.52
C: 0.97 2.38 -0.85
C: -1.82 0.64 2.79
C: 0.00 2.10 3.71
C: 1.74 3.58 -0.57
C: 0.18 -0.33 3.61
C: 0.64 1.50 0.20
C: -3.58 -0.87 3.11
C: 1.93 -2.06 3.51
C: 2.03 2.66 1.67
C: -0.74 3.36 3.41
C: 3.37 -1.83 3.13
H: -3.91 -0.37 4.03
H: 1.50 -2.92 2.97
H: -4.89 -2.50 3.54
H: 1.42 0.61 1.95
H: -3.22 -2.83 4.02
H: 1.78 -2.14 4.60
H: -4.16 -0.48 2.27
H: -1.79 3.11 3.19
H: 3.98 -2.72 3.34
H: 3.77 -0.97 3.68
H: 3.44 -1.59 2.06
H: -3.69 -2.88 2.30
H: -0.69 4.04 4.27
H: 2.98 4.45 0.94
H: -0.32 3.87 2.53



Entry 4:
# C2H2N2O

2 unconnected molecules or ions with the total composition C2H2N2O in a non-equilibrium geometry (ωB97M-V/def2-TZVPD, the Open Molecules 2025 dataset).

Output
Molecular weight in g mol⁻¹: 70.051
E in Ha: -261.95028
Relative energy (zero: lowest compared OMol25 entry of this formula, charge and spin) in kJ/mol: 560.90
HOMO level (spin up / spin down) in eV: -9.6 / -9.6
Gap between HOMO and LUMO (spin up / spin down) in eV: 9.52 / 9.52

Positions of all 7 atoms, in Å:
O: 0.12 -0.80 0.08
N: -0.82 1.92 -0.28
N: 0.18 2.24 -0.60
C: 1.35 -0.44 0.00
C: -1.15 -0.77 -0.13
H: -1.59 -0.75 0.89
H: 1.92 -1.39 0.04



Entry 5:
# C51H48N8O10PdTe

A molecular structure, C51H48N8O10PdTe in a non-equilibrium geometry (ωB97M-V/def2-TZVPD, the Open Molecules 2025 dataset).

Output
Molecular weight in g mol⁻¹: 1167.011
Spin multiplicity: 6
E in Ha: -3558.14185
Net charge: +1
Relative energy (zero: lowest compared OMol25 entry of this formula, charge and spin) in kJ/mol: 0.00
HOMO level (spin up / spin down) in eV: -10.4 / -11.2
Gap between HOMO and LUMO (spin up / spin down) in eV: 7.94 / 6.48

Positions of all 119 atoms, in Å:
Te: -0.28 0.37 -2.17
Pd: -0.07 0.44 1.53
O: 2.46 -0.96 10.03
O: 2.61 0.95 9.04
O: 0.91 -0.53 3.22
O: 0.18 -5.23 0.50
O: 2.03 -5.79 3.34
O: 0.49 -4.70 7.66
O: 1.78 1.30 4.17
O: 1.68 4.15 2.15
O: -0.02 -4.46 5.58
O: -2.44 2.59 0.32
N: 1.34 1.95 1.63
N: -1.18 0.87 -0.40
N: -1.03 1.97 2.87
N: 0.43 -4.06 6.64
N: -1.49 -1.35 1.75
N: 1.77 -0.37 0.35
N: -0.17 -5.48 2.73
N: 2.36 -0.24 9.07
C: 4.33 -1.73 -6.31
C: -1.94 3.03 -5.14
C: 0.01 3.57 -1.35
C: -0.85 4.26 3.51
C: 2.44 0.47 -3.85
C: -0.66 3.32 -2.67
C: 1.21 -1.63 -4.15
C: 3.29 -1.25 -5.34
C: 2.69 1.73 1.23
C: -3.38 -2.63 1.07
C: -4.09 2.40 -2.00
C: 1.85 -0.07 6.67
C: -2.77 2.99 4.13
C: -1.12 4.43 -3.39
C: -1.31 -3.72 1.53
C: -5.06 2.17 -2.96
C: -2.08 4.19 4.14
C: -3.38 1.33 -1.46
C: 1.86 -0.84 7.81
C: 0.07 -2.57 -3.86
C: -1.71 0.55 -5.10
C: -1.51 1.89 -4.47
C: 3.08 -1.91 -0.92
C: 2.83 0.44 0.45
C: -0.88 2.06 -3.23
C: 0.85 -6.47 2.93
C: 2.61 1.81 -3.21
C: 1.42 -2.15 7.86
C: 4.18 -1.07 -0.82
C: -3.66 0.03 -1.87
C: -5.34 0.87 -3.36
C: 4.05 0.12 -0.13
C: -0.78 -2.48 1.85
C: 2.20 -2.05 -5.03
C: 0.95 -2.67 6.66
C: 1.38 -0.64 5.49
C: -2.21 1.90 3.47
C: -1.76 4.30 -4.61
C: 1.91 -1.52 -0.31
C: -0.36 -4.89 1.53
C: 1.32 0.16 4.21
C: 1.35 -0.36 -3.61
C: -0.36 3.13 2.89
C: -2.76 -1.42 1.36
C: 0.98 3.17 2.23
C: 3.40 0.00 -4.75
C: 0.93 -1.95 5.49
C: -2.33 1.65 -0.44
C: -2.64 -3.80 1.14
C: -4.65 -0.20 -2.81
C: -2.25 5.51 -5.36
H: -5.60 2.99 -3.39
H: 5.22 -1.10 -6.28
H: 2.41 1.77 -2.14
H: -3.07 -4.75 0.88
H: -0.96 5.42 -2.97
H: -4.42 -2.64 0.78
H: 2.12 -3.04 -5.47
H: -3.87 3.40 -1.66
H: -3.33 5.46 -5.50
H: -0.57 -5.04 3.55
H: 3.64 2.16 -3.34
H: 3.13 -2.85 -1.45
H: -2.71 0.94 3.44
H: -4.88 -1.21 -3.11
H: -2.43 2.91 -6.09
H: -0.71 3.58 -0.54
H: 0.52 -7.17 3.70
H: -3.30 -0.49 1.27
H: -2.50 5.06 4.64
H: -1.79 5.56 -6.34
H: -6.10 0.69 -4.11
H: 0.44 -3.57 -3.67
H: -2.49 0.60 -5.86
H: 0.23 -2.37 2.22
H: 4.25 0.62 -4.97
H: -0.79 0.19 -5.57
H: 2.21 0.95 6.68
H: 1.00 -6.99 1.98
H: 3.31 1.70 2.14
H: 2.72 -6.44 3.51
H: 0.52 4.54 -1.38
H: 1.94 2.56 -3.65
H: -3.11 -0.80 -1.43
H: -3.73 2.89 4.61
H: -2.01 6.42 -4.82
H: 4.89 0.80 -0.03
H: 3.06 2.59 0.65
H: 0.55 -2.39 4.58
H: 5.12 -1.33 -1.29
H: -0.53 -2.28 -3.00
H: -2.02 -0.21 -4.37
H: 1.44 -2.73 8.77
H: 1.02 -2.16 -0.37
H: -0.60 -2.62 -4.73
H: -0.26 5.17 3.50
H: 3.95 -1.72 -7.33
H: 0.76 2.82 -1.11
H: 4.64 -2.76 -6.09



Entry 6:
# C36H86BBrN8O8P2

3 unconnected molecules or ions with the total composition C36H86BBrN8O8P2 in a non-equilibrium geometry (ωB97M-V/def2-TZVPD, the Open Molecules 2025 dataset).

Output
SMILES string: CCOCO[C@H](CCCCCOC(C)=O)[C@](C[C@H](C)Br)(O[C@H](CCCCN)[C@H](C)CC)B(N)O.CN(C)P(=O)(N(C)C)N(C)C.CN(C)P(=O)(N(C)C)N(C)C
Molecular weight in g mol⁻¹: 911.796
E in Ha: -5744.89727
HOMO level in eV: -8.3
Gap between HOMO and LUMO in eV: 8.81

Positions of all 142 atoms, in Å:
Br: -2.60 -3.65 -1.37
P: 6.80 1.67 3.39
P: 0.73 -0.18 -6.50
O: -10.53 -0.19 2.92
O: -3.83 1.02 -0.97
O: 1.52 -0.70 -5.36
O: -1.65 -0.47 1.12
O: -9.01 -1.82 2.57
O: -4.21 1.98 1.13
O: 5.85 1.06 4.36
O: -1.63 2.38 0.07
N: 5.91 1.94 1.98
N: 0.91 1.50 -6.45
N: -0.89 -0.67 -6.09
N: 3.20 -4.44 3.60
N: 7.98 0.40 3.17
N: -0.84 1.54 -2.05
N: 7.88 2.98 3.33
N: 0.61 -0.43 -8.18
C: 0.84 -2.37 3.21
C: 2.25 1.94 -6.77
C: 8.23 3.56 4.64
C: 3.19 -3.22 2.80
C: -7.88 -2.26 0.53
C: -0.34 -0.70 1.60
C: -6.46 -1.90 1.03
C: -0.47 -1.82 2.64
C: -8.93 -1.39 1.20
C: 0.34 0.57 2.17
C: 6.20 1.66 0.59
C: -9.85 -1.09 3.34
C: 4.90 2.98 2.14
C: -4.16 -1.01 0.45
C: -1.05 -1.19 -1.22
C: 8.26 -0.25 4.45
C: -4.06 3.59 2.94
C: -4.48 3.32 1.49
C: -0.67 -0.20 -8.82
C: -1.80 -0.21 -0.29
C: -1.80 0.20 -5.35
C: 0.14 -3.32 -1.69
C: 1.88 0.50 2.00
C: -0.01 0.91 3.62
C: 1.81 -2.96 2.18
C: 1.24 -1.67 -8.67
C: 9.05 2.87 2.48
C: 7.86 -0.58 2.11
C: -5.51 -1.51 -0.09
C: -0.98 -2.68 -0.86
C: -1.51 1.18 3.80
C: -4.73 1.65 -0.14
C: -3.34 -0.29 -0.60
C: -9.83 -1.52 4.78
C: -0.07 2.57 -6.57
C: -0.89 -2.00 -5.51
B: -1.41 1.30 -0.74
H: -8.85 -1.32 5.22
H: -5.67 1.11 -0.02
H: -0.90 2.53 -2.25
H: -1.09 0.76 -8.54
H: -5.29 -2.40 -0.68
H: 8.31 0.47 5.26
H: 7.50 -1.00 4.71
H: 8.79 2.54 1.48
H: -0.19 -2.66 -6.02
H: 0.36 -1.08 0.85
H: -3.95 4.01 0.82
H: -4.26 -0.46 1.38
H: 8.71 4.53 4.50
H: 4.49 2.95 3.15
H: 0.28 3.43 -6.00
H: 1.34 -1.63 -9.75
H: 0.04 1.44 1.59
H: 1.03 -2.69 -1.71
H: -1.89 -2.44 -5.61
H: -3.81 2.68 3.47
H: -1.35 0.65 -4.46
H: 3.48 -2.32 3.36
H: -6.50 -1.14 1.81
H: -8.58 -0.36 1.20
H: 0.56 -3.18 3.89
H: 2.24 1.53 1.95
H: 8.90 2.92 5.22
H: -6.04 -2.79 1.50
H: -2.14 0.33 3.54
H: 0.38 -4.31 -1.30
H: 4.07 2.81 1.45
H: -1.80 1.99 3.13
H: 6.79 0.77 0.47
H: 7.33 3.73 5.23
H: 2.24 -1.77 -8.25
H: 1.99 -2.28 1.35
H: -1.02 2.30 -6.14
H: -3.23 4.30 2.96
H: -0.50 -0.17 -9.90
H: -5.55 3.52 1.38
H: -2.21 0.98 -5.99
H: 5.27 1.48 0.06
H: -3.43 -0.89 -1.51
H: -1.91 2.11 0.95
H: 0.14 1.27 -2.12
H: 1.45 -3.92 1.80
H: -3.60 -1.91 0.69
H: 2.41 2.05 -7.86
H: -0.01 -0.87 -1.26
H: 5.31 3.99 1.96
H: 8.58 -1.39 2.29
H: 3.89 -3.32 1.97
H: 9.48 3.87 2.38
H: 2.13 0.03 1.05
H: 0.66 -2.56 -8.40
H: -8.08 -3.30 0.77
H: 1.38 -1.65 3.83
H: 6.86 -1.03 2.03
H: 9.23 -0.75 4.38
H: -5.96 -0.79 -0.78
H: -7.94 -2.14 -0.55
H: -10.60 -0.97 5.31
H: 6.71 2.50 0.09
H: -1.40 -0.98 -8.60
H: -0.20 -3.47 -2.71
H: -0.74 -2.88 0.17
H: 8.15 -0.16 1.15
H: -1.75 1.48 4.83
H: -1.43 -1.09 -2.23
H: -0.97 -2.67 2.17
H: 0.32 0.15 4.33
H: 2.46 2.90 -6.29
H: -0.22 2.90 -7.60
H: -2.67 -0.38 -5.03
H: -4.88 4.10 3.45
H: -9.91 -1.47 0.72
H: -1.14 -1.51 3.44
H: 2.38 0.05 2.85
H: 2.99 1.22 -6.40
H: 9.81 2.19 2.88
H: 2.31 -4.56 4.08
H: 0.49 1.85 3.87
H: 3.89 -4.34 4.35
H: -10.03 -2.59 4.87
H: -4.98 2.59 -0.65
H: -0.62 -1.98 -4.45



Entry 7:
# C17H27N3O6S

C17H27N3O6S in the gas phase in a non-equilibrium geometry (ωB97M-V/def2-TZVPD, the Open Molecules 2025 dataset).

Output
SMILES string: COc1ccc([N+](=O)[O-])cc1N(CC(=O)NC(C(C)C)C(C)C)S(C)(=O)=O
Molecular weight in g mol⁻¹: 401.485
E in Ha: -1677.79439
Relative energy (zero: lowest compared OMol25 entry of this formula, charge and spin) in kJ/mol: 398.53
HOMO level in eV: -8.8
Gap between HOMO and LUMO in eV: 8.45

Positions of all 54 atoms, in Å:
S: 3.09 -0.45 2.01
O: 4.41 -0.73 1.56
O: 3.60 0.93 -0.36
O: 2.11 -3.46 -4.53
O: 0.21 1.10 0.49
O: 0.80 -3.96 -2.90
O: 2.64 -1.11 3.21
N: -1.56 -0.27 0.78
N: 2.00 -0.93 0.82
N: 1.68 -3.29 -3.40
C: 2.24 -2.23 -2.62
C: 2.35 -1.05 -0.52
C: 2.82 1.32 2.28
C: -2.48 -0.16 -1.95
C: 1.86 -2.08 -1.30
C: -4.52 1.06 -1.19
C: 3.66 -0.32 -2.43
C: 0.64 -1.14 1.25
C: -2.49 1.70 2.71
C: -3.41 0.11 -0.76
C: -2.59 0.68 0.41
C: 3.17 -1.36 -3.19
C: -0.25 0.02 0.80
C: -4.19 -0.08 2.26
C: 3.24 -0.13 -1.12
C: 4.59 1.81 -0.84
C: -3.41 1.08 1.65
H: 4.75 2.54 -0.05
H: -5.00 0.69 -2.09
H: 4.26 2.33 -1.75
H: 0.68 -1.18 2.34
H: -2.02 0.77 -2.29
H: 2.05 1.65 1.59
H: -1.80 0.96 3.10
H: 2.49 1.43 3.30
H: -3.07 2.10 3.53
H: 4.36 0.37 -2.88
H: -1.69 -0.85 -1.69
H: -5.29 1.14 -0.42
H: 0.25 -2.10 0.89
H: -1.87 -1.19 1.04
H: -1.90 2.51 2.28
H: -4.77 0.27 3.11
H: -2.05 1.57 0.06
H: 1.17 -2.81 -0.89
H: 3.75 1.84 2.10
H: 3.47 -1.50 -4.22
H: -3.52 -0.86 2.62
H: 5.53 1.28 -1.03
H: -4.12 1.85 1.34
H: -3.85 -0.84 -0.45
H: -4.88 -0.51 1.54
H: -4.12 2.05 -1.39
H: -3.05 -0.58 -2.78



Entry 8:
# C3HN2O5

A molecular structure, C3HN2O5 in a non-equilibrium geometry (ωB97M-V/def2-TZVPD, the Open Molecules 2025 dataset).

Output
Molecular weight in g mol⁻¹: 145.050
E in Ha: -600.53558
Net charge: -1
Relative energy (zero: lowest compared OMol25 entry of this formula, charge and spin) in kJ/mol: 40.99
HOMO level in eV: -5.0
Gap between HOMO and LUMO in eV: 8.65

Positions of all 11 atoms, in Å:
O: 0.99 0.63 0.97
O: -2.91 -1.71 0.40
O: 2.06 0.05 -1.19
O: -1.86 0.01 -0.78
O: 3.43 0.52 0.56
N: -0.67 0.64 -0.61
N: -0.07 0.06 0.46
C: -1.93 -1.06 0.24
C: 2.46 0.33 -0.12
C: -0.68 -1.02 0.97
H: -0.82 1.53 -0.90



Entry 9:
# C33H40Cl7N3NiO4SbSi3

A molecular structure, C33H40Cl7N3NiO4SbSi3 in a non-equilibrium geometry (ωB97M-V/def2-TZVPD, the Open Molecules 2025 dataset).

Output
Molecular weight in g mol⁻¹: 1055.582
Spin multiplicity: 3
E in Ha: -7585.26212
Net charge: -1
Relative energy (zero: lowest compared OMol25 entry of this formula, charge and spin) in kJ/mol: 87.74
HOMO level (spin up / spin down) in eV: -3.7 / -5.4
Gap between HOMO and LUMO (spin up / spin down) in eV: 6.01 / 7.23

Positions of all 92 atoms, in Å:
Sb: 1.47 -1.77 -1.47
Ni: 0.24 -0.21 -0.10
Cl: 2.07 4.22 -2.51
Cl: 4.93 2.45 1.73
Cl: 0.18 1.73 -2.23
Cl: 2.94 0.07 2.05
Cl: 4.46 4.58 -0.52
Cl: -2.67 3.81 0.80
Cl: -3.15 1.52 2.56
Si: 0.21 -3.96 -2.02
Si: 3.60 -2.76 -0.38
Si: 2.23 -1.06 -3.84
O: -7.52 1.61 2.79
O: -0.80 1.10 0.88
O: 0.42 -1.90 1.51
O: 0.37 2.83 1.79
N: -1.50 -1.12 -0.23
N: -4.63 -3.90 2.27
N: -5.78 -3.54 1.75
C: 1.22 -5.12 -3.10
C: -6.24 -2.29 2.11
C: -3.12 -2.55 0.86
C: -1.32 -3.54 -3.01
C: -0.73 -2.41 1.64
C: 2.76 1.17 0.72
C: -0.64 2.18 1.54
C: -2.43 -0.70 -1.06
C: 3.47 0.32 -3.71
C: 3.07 -2.47 -4.75
C: -8.52 2.17 1.96
C: 1.72 0.96 -0.17
C: -5.55 -1.41 2.97
C: 3.61 2.27 0.62
C: 0.82 -0.53 -4.93
C: -7.89 -0.55 1.73
C: 1.54 1.93 -1.15
C: -0.28 -4.95 -0.53
C: 2.36 3.05 -1.27
C: 4.96 -1.50 -0.52
C: 3.26 -3.29 1.36
C: -6.01 -0.13 3.18
C: -3.74 -1.20 -1.03
C: -3.42 -3.47 1.95
C: -7.17 0.32 2.55
C: 3.42 3.21 -0.39
C: -4.07 -2.15 -0.10
C: -1.82 -2.01 0.75
C: -7.43 -1.84 1.53
C: -2.32 -3.91 2.74
C: 4.20 -4.26 -1.33
C: -1.97 2.76 2.08
C: -1.06 -3.40 2.61
H: 1.53 -4.64 -4.04
H: -0.71 -5.91 -0.86
H: 0.43 0.45 -4.63
H: -1.96 -2.83 -2.48
H: 1.18 -0.46 -5.96
H: 4.68 -0.53 -0.10
H: 3.01 -4.35 1.40
H: -1.77 3.40 2.93
H: -0.01 -1.24 -4.91
H: 5.85 -1.86 0.02
H: 5.26 -4.43 -1.10
H: -8.55 3.24 2.18
H: -7.96 -2.52 0.87
H: 0.60 -5.99 -3.35
H: 2.42 -2.72 1.76
H: -8.28 2.04 0.90
H: -5.05 -2.60 -0.11
H: -1.90 -4.45 -3.20
H: 4.39 -0.02 -3.23
H: 3.65 -5.16 -1.03
H: -0.26 -3.74 3.25
H: -4.64 -1.74 3.45
H: -5.47 0.56 3.82
H: -9.50 1.74 2.16
H: 3.68 -3.09 -4.10
H: 3.73 -2.04 -5.53
H: 2.34 -3.11 -5.25
H: 4.11 -4.15 -2.41
H: -8.80 -0.23 1.25
H: -1.03 -4.44 0.08
H: 5.24 -1.35 -1.57
H: -1.04 -3.10 -3.98
H: -4.47 -0.85 -1.75
H: 3.73 0.67 -4.72
H: -2.13 0.03 -1.80
H: 4.14 -3.10 2.00
H: 0.57 -5.16 0.12
H: 2.12 -5.47 -2.59
H: 3.09 1.17 -3.14
H: -2.54 -4.64 3.51